Molecular formula: C3H12N2O
Method: DFT, ωB97M-V with the def2-TZVPD basis set

Its HOMO energy is -9.26 eV. Its relative energy (zero: lowest compared OMol25 entry of this formula, charge and spin) is 171.68 kJ/mol. Its spin multiplicity is 1. The SMILES is CCNCN.O.

Last column: natural (NBO) charge in e.
Geometry (Å):
C (-0.35780, 0.28101, -2.19265)  -0.66
C (0.36451, 0.34683, -0.88356)  -0.25
N (-0.58423, 0.11196, 0.29215)  -0.66
C (-1.34302, -1.17339, 0.42804)  -0.07
N (-0.46622, -2.11785, 1.09223)  -0.85
H (-1.45787, 0.38415, -2.14164)  0.22
H (-0.45227, -0.81908, -2.53269)  0.21
H (0.01986, 0.87652, -3.03424)  0.23
H (1.11391, -0.44372, -0.58033)  0.20
H (0.64247, 1.38780, -0.73034)  0.21
H (-1.16350, 0.93371, 0.17385)  0.35
H (-1.59334, -1.69168, -0.51730)  0.16
H (-2.29941, -1.13142, 1.04315)  0.20
H (0.53815, -1.95881, 0.95802)  0.35
H (-0.53586, -2.17592, 2.06157)  0.36
O (2.09077, 2.33442, 1.18354)  -0.92
H (1.28027, 1.79658, 1.13731)  0.46
H (2.55243, 1.48102, 0.89260)  0.46

Atomic forces in eV per Å
-1.086 -3.256 -1.869
-1.280 -1.330 2.359
-0.781 1.138 -0.469
0.814 -0.201 0.232
1.089 -0.941 -1.104
0.464 1.024 0.554
0.884 1.413 0.099
0.100 -0.183 0.434
0.076 1.229 -1.572
0.863 -0.278 0.104
-0.868 -0.315 0.586
-0.110 0.821 -0.012
1.261 0.613 -0.844
-0.705 0.115 -0.504
-0.677 0.207 1.843
0.340 -3.243 -0.952
-1.031 1.119 0.616
0.646 2.068 0.498

Molecular formula: C3H12N2O
Method: DFT, ωB97M-V with the def2-TZVPD basis set

Its HOMO energy is -9.32 eV. Its relative energy (zero: lowest compared OMol25 entry of this formula, charge and spin) is 114.34 kJ/mol. Its spin multiplicity is 1. The SMILES is NCCCN.O.

Last column: natural (NBO) charge in e.
Geometry (Å):
N (0.67906, 1.16251, 1.43290)  -0.88
C (0.12874, 1.26898, 0.10214)  -0.19
C (-0.27198, -0.06183, -0.57153)  -0.45
C (0.53108, -0.52610, -1.81079)  -0.22
N (-0.29100, -1.11726, -2.85267)  -0.83
H (1.70561, 0.84751, 1.44489)  0.37
H (0.61568, 2.00474, 2.05576)  0.38
H (-0.71181, 2.05375, 0.24323)  0.20
H (1.00430, 1.76424, -0.57039)  0.15
H (-1.31249, 0.18493, -1.02609)  0.21
H (-0.50409, -0.79674, 0.12309)  0.23
H (0.99194, 0.49474, -2.09790)  0.18
H (1.33846, -1.18778, -1.43609)  0.16
H (0.33396, -1.34369, -3.62021)  0.36
H (-0.67789, -2.01144, -2.49539)  0.35
O (-0.78747, -0.75334, 3.07073)  -0.98
H (-0.08746, -0.05678, 2.81821)  0.50
H (-1.43998, -0.32975, 3.61448)  0.46

Atomic forces in eV per Å
2.479 -0.499 2.252
1.591 2.399 -1.045
-2.777 2.212 -2.412
1.097 2.025 1.668
0.018 -0.506 0.395
-2.139 0.707 -0.098
0.062 -0.976 -1.386
1.117 -1.535 -0.847
-2.244 -0.716 0.980
1.435 -0.442 0.586
-0.001 -1.480 1.527
-0.442 -1.911 -0.486
-0.046 0.262 -0.431
-0.269 -0.172 -0.079
0.341 0.774 -0.446
1.741 0.604 -0.647
-1.665 -1.170 0.121
-0.300 0.426 0.349

Molecular formula: C3H12N2O2
Method: DFT, ωB97M-V with the def2-TZVPD basis set

Its HOMO energy is -8.96 eV. Its relative energy (zero: lowest compared OMol25 entry of this formula, charge and spin) is 143.61 kJ/mol. Its spin multiplicity is 1. The SMILES is NCCNCO.O.

Last column: natural (NBO) charge in e.
Geometry (Å):
N (0.41653, -0.71605, 2.68181)  -0.84
C (-0.28503, 0.37732, 1.99155)  -0.21
C (0.37962, 0.74366, 0.66622)  -0.22
N (0.17170, -0.28520, -0.30766)  -0.69
C (0.99946, -0.42624, -1.49301)  0.11
O (0.93407, -1.73203, -2.00229)  -0.70
H (-0.22877, -1.45916, 2.89091)  0.36
H (1.15349, -1.07788, 2.09563)  0.36
H (-0.30883, 1.27006, 2.61127)  0.18
H (-1.30870, 0.03790, 1.79679)  0.17
H (0.01676, 1.72957, 0.34865)  0.16
H (1.45774, 0.78672, 0.83336)  0.19
H (-0.72851, -0.73549, -0.32875)  0.37
H (0.69871, 0.27644, -2.27783)  0.14
H (2.03303, -0.24812, -1.19273)  0.17
H (0.06118, -1.82119, -2.40927)  0.47
O (-2.00211, 0.80280, -2.15371)  -0.95
H (-1.38707, 0.73114, -1.40882)  0.47
H (-2.07327, 1.74574, -2.34212)  0.47

Atomic forces in eV per Å
-0.041 0.559 0.055
0.214 -0.531 -0.196
-0.121 -0.252 0.213
0.075 -0.580 -0.326
-0.367 0.133 0.510
-0.342 -0.064 -0.073
0.114 -0.235 0.011
-0.017 -0.228 -0.066
-0.117 0.078 0.158
-0.112 0.427 -0.035
0.130 0.167 0.023
0.130 0.409 0.057
-0.015 -0.043 -0.015
0.192 0.134 -0.108
0.016 0.117 -0.103
0.251 -0.140 -0.055
0.012 0.109 0.034
-0.001 0.087 -0.110
0.001 -0.146 0.026

Molecular formula: C3H12N2O2
Method: DFT, ωB97M-V with the def2-TZVPD basis set

Its HOMO energy is -8.04 eV. Its relative energy (zero: lowest compared OMol25 entry of this formula, charge and spin) is 136.79 kJ/mol. Its spin multiplicity is 1. The SMILES is C/C(N)=C/N.O.O.

Last column: natural (NBO) charge in e.
Geometry (Å):
C (2.32988, -0.24577, -0.19874)  -0.64
C (0.96446, -0.22440, 0.42269)  0.00
N (0.06447, -1.28720, -0.00664)  -0.89
C (0.46861, 0.86585, 1.00642)  0.00
N (-0.87176, 1.20581, 1.22204)  -0.84
H (2.25999, -0.46593, -1.25129)  0.21
H (3.05961, -0.97946, 0.27377)  0.20
H (2.85459, 0.75473, -0.13682)  0.22
H (0.30383, -1.50582, -0.97617)  0.36
H (0.28825, -2.13337, 0.51018)  0.37
H (1.20654, 1.54242, 1.44631)  0.19
H (-1.54645, 0.76977, 0.62211)  0.42
H (-0.91294, 2.06868, 1.72399)  0.40
O (-0.78922, 1.21609, -1.98042)  -0.93
H (-0.55939, 2.07838, -1.60700)  0.46
H (-0.52614, 0.67021, -1.22423)  0.46
O (-3.03855, -1.08957, 0.04031)  -0.97
H (-2.10392, -1.30156, -0.10373)  0.49
H (-3.45187, -1.93885, 0.21721)  0.47

Atomic forces in eV per Å
1.946 0.464 1.554
-0.250 -0.230 -0.968
0.230 0.170 -0.385
-0.384 0.202 0.675
2.523 -0.633 0.368
-0.069 -0.201 -0.479
-0.935 0.559 -0.591
-0.688 -0.977 0.046
-0.181 -0.110 0.154
-0.142 0.027 0.076
-0.344 0.184 -0.405
-0.693 0.368 0.361
-1.182 0.117 -0.271
0.318 0.183 0.608
-0.170 0.109 -0.420
-0.115 -0.280 -0.377
0.049 -0.043 -0.058
0.174 0.049 0.082
-0.087 0.041 0.031

Molecular formula: C3H12N2O2
Method: DFT, ωB97M-V with the def2-TZVPD basis set

Its HOMO energy is -8.96 eV. Its relative energy (zero: lowest compared OMol25 entry of this formula, charge and spin) is 143.28 kJ/mol. Its spin multiplicity is 1. The SMILES is NCNCCO.O.

Last column: natural (NBO) charge in e.
Geometry (Å):
N (-1.16499, -1.92188, -1.33000)  -0.87
C (-1.68802, -0.93245, -0.38070)  -0.06
N (-0.86270, 0.23839, -0.24057)  -0.61
C (0.45102, -0.05124, 0.34775)  -0.25
C (0.42631, -0.35146, 1.82430)  -0.07
O (-0.05922, 0.77368, 2.54413)  -0.72
H (-1.45428, -1.70626, -2.26809)  0.35
H (-1.45287, -2.85828, -1.08988)  0.36
H (-1.74399, -1.41392, 0.59443)  0.18
H (-2.69627, -0.62537, -0.67782)  0.17
H (-0.69002, 0.64879, -1.14861)  0.35
H (1.09237, 0.81045, 0.17694)  0.20
H (0.90647, -0.89015, -0.18873)  0.19
H (1.46431, -0.59696, 2.11407)  0.16
H (-0.16972, -1.22260, 2.07817)  0.16
H (0.35436, 0.82351, 3.40974)  0.47
O (2.42041, 3.46079, -1.82212)  -0.94
H (1.76221, 2.99528, -2.35653)  0.47
H (3.10463, 2.81968, -1.58648)  0.47

Atomic forces in eV per Å
0.358 0.079 0.354
-0.174 -0.228 -0.265
0.334 0.117 0.278
-0.223 -0.133 -0.538
0.601 0.204 0.379
-0.006 0.197 -0.053
-0.125 -0.116 -0.248
-0.066 -0.074 -0.132
-0.169 0.007 0.013
0.035 0.157 0.215
-0.224 0.115 -0.057
-0.011 0.192 0.102
0.162 -0.204 0.182
-0.266 0.117 -0.038
-0.236 -0.277 -0.129
0.005 -0.146 -0.060
-0.014 -0.099 -0.033
0.336 0.015 0.206
-0.316 0.077 -0.175

Molecular formula: C3H12N2O3
Method: DFT, ωB97M-V with the def2-TZVPD basis set

Its HOMO energy is -9.65 eV. Its relative energy (zero: lowest compared OMol25 entry of this formula, charge and spin) is 33.36 kJ/mol. Its spin multiplicity is 1. The SMILES is C[C@@H](N)C(N)=O.O.O.

Last column: natural (NBO) charge in e.
Geometry (Å):
C (0.49452, -1.62198, 0.75009)  -0.63
C (0.04552, -0.61288, -0.27738)  -0.15
N (-1.16750, 0.07424, 0.09376)  -0.88
C (1.18740, 0.29862, -0.69581)  0.69
N (1.51508, 1.29447, 0.17383)  -0.82
O (1.82434, 0.14737, -1.72353)  -0.64
H (0.46391, -1.30137, 1.78804)  0.23
H (1.48699, -1.98027, 0.47468)  0.23
H (-0.04781, -2.57459, 0.72273)  0.22
H (-0.11208, -1.14750, -1.22083)  0.19
H (-1.96466, -0.53253, 0.21196)  0.38
H (-1.37760, 0.89990, -0.44192)  0.40
H (2.13788, 1.97726, -0.18647)  0.40
H (0.98298, 1.45896, 1.00946)  0.40
O (-1.14501, 0.36106, 3.18346)  -0.96
H (-1.26854, 0.19222, 2.23374)  0.48
H (-1.27717, 1.31599, 3.21771)  0.46
O (-0.83439, 0.77587, -2.83970)  -0.95
H (-1.02342, 0.00586, -3.38783)  0.47
H (0.07956, 0.96930, -3.08600)  0.49

Atomic forces in eV per Å
0.406 -1.218 0.177
-0.367 -0.814 -1.444
0.183 0.679 1.513
0.325 0.781 0.752
-0.649 -0.649 -0.126
-0.256 -0.213 -0.095
0.206 0.393 -0.024
0.312 0.336 0.237
-0.560 0.379 -0.170
0.043 -0.207 0.061
0.024 -0.026 -0.330
-0.128 -0.245 -0.418
0.521 0.533 0.064
-0.065 0.058 0.009
-0.060 0.294 -0.286
0.131 -0.086 -0.089
0.002 -0.081 0.281
0.059 0.025 -0.450
-0.198 0.021 0.101
0.073 0.039 0.237

Molecular formula: C3H12N2O3
Method: DFT, ωB97M-V with the def2-TZVPD basis set

Its HOMO energy is -9.48 eV. Its relative energy (zero: lowest compared OMol25 entry of this formula, charge and spin) is 81.72 kJ/mol. Its spin multiplicity is 1. The SMILES is NCCC(N)=O.O.O.

Last column: natural (NBO) charge in e.
Geometry (Å):
N (0.44309, 1.83188, -2.19389)  -0.85
C (0.60117, 1.85933, -0.75790)  -0.21
C (0.09509, 0.63774, 0.03816)  -0.52
C (0.53713, -0.66953, -0.54574)  0.67
N (-0.44587, -1.24687, -1.32369)  -0.85
O (1.58744, -1.25931, -0.39900)  -0.60
H (0.96344, 1.05636, -2.56867)  0.37
H (-0.49040, 1.99889, -2.52905)  0.37
H (1.67143, 1.97469, -0.56870)  0.19
H (0.18441, 2.74552, -0.27887)  0.20
H (-0.98642, 0.63271, 0.18660)  0.21
H (0.43888, 0.81828, 1.05764)  0.23
H (-0.28095, -2.00944, -1.95082)  0.40
H (-1.35961, -0.85310, -1.48734)  0.39
O (0.53248, -0.47001, 3.30274)  -0.93
H (1.27828, -1.03945, 3.14403)  0.47
H (0.88890, 0.39813, 3.08952)  0.46
O (-2.24404, -2.22444, 1.38433)  -0.94
H (-1.41458, -2.36686, 1.85073)  0.48
H (-1.99989, -1.81454, 0.54992)  0.46

Atomic forces in eV per Å
0.311 0.731 0.692
0.330 -0.094 0.148
0.044 0.844 0.774
-0.686 -1.215 -0.330
-0.907 0.159 -0.322
0.306 0.746 0.210
-0.481 -0.059 -0.541
0.022 -0.499 -0.204
0.057 -0.284 0.047
-0.341 0.118 -0.400
-0.146 0.070 -0.517
0.399 -0.571 -0.086
0.693 -0.378 0.200
0.312 0.530 0.236
-0.261 0.383 0.017
0.436 -0.551 -0.089
-0.135 0.082 0.125
-0.189 -0.029 0.038
0.041 0.117 -0.013
0.195 -0.103 0.015

Molecular formula: C3H12N2O3
Method: DFT, ωB97M-V with the def2-TZVPD basis set

Its HOMO energy is -8.80 eV. Its relative energy (zero: lowest compared OMol25 entry of this formula, charge and spin) is 106.82 kJ/mol. Its spin multiplicity is 1. The SMILES is NCCC(N)=O.O.O.

Last column: natural (NBO) charge in e.
Geometry (Å):
N (-0.22890, 2.58297, 0.14951)  -0.85
C (0.94274, 1.86754, -0.51989)  -0.21
C (1.08118, 0.42578, -0.13423)  -0.52
C (0.84920, -0.56109, -1.29778)  0.68
N (-0.35754, -1.14152, -1.36908)  -0.84
O (1.75077, -0.62099, -2.12333)  -0.64
H (-1.05755, 2.03181, -0.05639)  0.34
H (-0.15908, 2.74949, 1.14378)  0.35
H (0.63832, 2.02865, -1.54913)  0.21
H (1.83970, 2.45084, -0.28994)  0.20
H (0.38088, 0.10275, 0.63980)  0.20
H (2.08452, 0.27832, 0.29571)  0.23
H (-0.55941, -1.72924, -2.16289)  0.39
H (-1.02329, -1.23330, -0.58442)  0.41
O (-0.95880, -0.28552, 3.14820)  -0.97
H (-0.98926, 0.42605, 3.80897)  0.49
H (-0.96819, -1.17807, 3.50683)  0.49
O (-1.87795, -1.93983, 0.73230)  -0.92
H (-2.06260, -1.01478, 0.94859)  0.48
H (-2.76180, -2.23778, 0.48394)  0.48

Atomic forces in eV per Å
0.632 -0.357 -0.812
-2.072 1.943 0.931
-0.002 -1.958 0.573
1.849 1.900 0.285
-0.876 -0.335 -0.096
-0.725 -0.768 -0.386
0.031 0.232 0.309
0.214 -0.397 0.030
0.714 -0.362 -0.400
-0.163 -0.184 -0.251
-0.054 0.617 0.348
-0.299 -0.346 -0.407
0.260 0.003 -0.055
1.091 0.012 -0.742
-0.077 0.602 -0.679
0.022 -1.014 0.018
-0.005 0.427 0.531
-0.888 0.335 0.240
0.272 0.044 0.597
0.074 -0.391 -0.035

Molecular formula: C3H12N2OP
Method: DFT, ωB97M-V with the def2-TZVPD basis set

Its HOMO energy is -14.76 eV. Its relative energy (zero: lowest compared OMol25 entry of this formula, charge and spin) is 0.00 kJ/mol. Its spin multiplicity is 1. As for the net charge: +1. The SMILES is C[NH+]=[P@@](C)(N)OC.

Last column: natural (NBO) charge in e.
Geometry (Å):
C (2.59174, -0.60342, -0.00560)  -0.40
N (1.26535, -0.21549, 0.78477)  -1.03
P (-0.03894, 0.37348, 0.04886)  2.25
C (-1.20979, 0.98806, 1.28102)  -1.00
N (0.32902, 1.48138, -1.09480)  -1.17
O (-0.66165, -0.67935, -0.83728)  -0.82
C (-1.93990, -1.29945, -0.78663)  -0.25
H (2.85027, 0.41405, -0.39783)  0.21
H (3.43413, -0.83835, 0.68334)  0.25
H (2.26060, -1.34557, -0.74277)  0.23
H (1.19949, -0.57991, 1.78271)  0.45
H (-2.23577, 0.86835, 0.91366)  0.27
H (-1.07018, 1.96180, 1.49400)  0.27
H (-1.01749, 0.40542, 2.22077)  0.26
H (0.03688, 1.41541, -1.99840)  0.43
H (1.16792, 2.05555, -1.00342)  0.42
H (-2.08611, -1.70690, 0.13891)  0.19
H (-2.03215, -2.00100, -1.55341)  0.22
H (-2.84341, -0.69407, -0.92789)  0.20

Atomic forces in eV per Å
-1.689 2.295 0.949
1.872 -0.949 1.710
0.526 1.736 0.742
0.112 -4.120 -0.151
2.310 0.871 3.398
-1.732 -1.557 -1.792
-1.073 1.314 -0.709
0.108 -1.346 -0.428
-1.109 -0.384 -0.393
0.864 0.230 0.207
0.024 0.818 -1.988
0.227 -0.188 0.174
0.745 3.415 0.569
-0.564 0.402 -0.758
-1.140 -0.539 -2.786
-0.541 -0.093 0.123
-0.115 -1.558 2.362
0.481 -1.325 -1.054
0.694 0.977 -0.175

Molecular formula: C3H12N2OS
Method: DFT, ωB97M-V with the def2-TZVPD basis set

Its HOMO energy is -8.60 eV. Its relative energy (zero: lowest compared OMol25 entry of this formula, charge and spin) is 207.69 kJ/mol. Its spin multiplicity is 1. The SMILES is NCNCCS.O.

Last column: natural (NBO) charge in e.
Geometry (Å):
N (-1.34939, 0.80157, 1.36936)  -0.89
C (-0.99444, 0.94410, -0.05565)  -0.04
N (0.25919, 0.26822, -0.41623)  -0.70
C (0.48361, -1.13864, -0.11390)  -0.22
C (-0.85750, -1.97730, -0.42605)  -0.56
S (-0.88964, -3.51691, 0.53179)  -0.05
H (-1.03423, 0.03249, 2.03072)  0.39
H (-0.99834, 1.65997, 1.79415)  0.36
H (-1.80699, 0.49718, -0.78501)  0.18
H (-0.84303, 1.98728, -0.32596)  0.20
H (1.21935, 0.63759, -0.57193)  0.39
H (1.35224, -1.52958, -0.75170)  0.20
H (0.71194, -1.45854, 0.90389)  0.16
H (-1.79271, -1.27556, -0.02785)  0.22
H (-1.02890, -2.07694, -1.52815)  0.23
H (-1.26747, -4.43001, -0.41927)  0.14
O (3.30563, 3.63276, -0.22922)  -0.93
H (3.04693, 3.46385, -1.19039)  0.47
H (2.48375, 3.47844, 0.21141)  0.46

Atomic forces in eV per Å
0.039 0.918 0.979
0.613 -2.309 -0.810
1.873 -1.087 -0.559
-1.477 -1.714 -1.488
-1.338 2.677 0.211
-0.074 -0.566 -0.606
-0.257 0.888 -2.160
-0.317 -0.367 0.257
1.303 1.044 1.720
-0.354 0.060 0.289
-1.841 0.865 0.438
-1.274 0.518 0.772
0.260 0.665 0.493
2.395 -2.082 -0.975
0.230 -0.230 1.038
0.231 0.725 0.408
0.021 -0.322 -2.579
0.752 0.412 1.854
-0.786 -0.097 0.719

Number 1: electronic energy -8331.5427 eV. Number 2: electronic energy -8332.1371 eV. Number 3: electronic energy -10380.0612 eV. Number 4: electronic energy -10380.1319 eV. Number 5: electronic energy -10380.0646 eV. Number 6: electronic energy -12429.0036 eV. Number 7: electronic energy -12428.5024 eV. Number 8: electronic energy -12428.2422 eV. Number 9: electronic energy -17616.3750 eV. Number 10: electronic energy -19166.5883 eV.